Model a:
6
Properties=species:S:1:pos:R:3 method="wB97M-V/def2-TZVPD" homo_energy_ev="-9.7 / -8.6" total_charge=0
C 0.8056 0.6653 -0.0093
S -1.3767 -1.4945 0.0188
Br 2.5012 0.0293 -0.0407
H 0.3233 0.9174 -0.9328
H 0.3622 0.9111 0.9368
H -2.6156 -1.0286 0.0272



Model b:
6
Properties=species:S:1:pos:R:3 method="wB97M-V/def2-TZVPD" smiles=SCBr homo_energy_ev=-9.4 total_charge=0
S 0.5816 -0.4059 -1.3407
C -0.5648 0.0219 0.2015
Br 0.5811 -0.2232 1.8186
H 1.6529 0.2942 -0.9288
H -0.9809 1.1224 0.0427
H -1.2700 -0.8093 0.2067



Model c:
6
Properties=species:S:1:pos:R:3 method="wB97M-V/def2-TZVPD" homo_energy_ev="-8.3 / -9.9" total_charge=0
C -0.6296 -0.4334 -1.5416
S 0.6279 0.3232 2.8981
Br -1.0514 0.2932 -0.0031
H 0.1123 0.2042 -2.0459
H -0.8040 -1.3643 -2.0140
H 1.7448 0.9771 2.7064



Most stable to least stable: model b, model a, model c



Model a:
10
Properties=species:S:1:pos:R:3 method="wB97M-V/def2-TZVPD" smiles=ClNCCBr homo_energy_ev=-9.3 total_charge=0
Cl 0.2810 -1.9715 1.4848
N -0.8182 -1.2704 0.3272
C -0.5564 0.3803 -0.0925
C 0.9075 0.5206 -0.4629
Br 1.3320 2.3446 -0.8233
H -1.7642 -1.3464 0.6926
H -1.3125 0.4262 -0.7488
H -0.7781 0.8110 0.8502
H 0.9298 -0.1659 -1.4173
H 1.7792 0.2717 0.1901



Model b:
10
Properties=species:S:1:pos:R:3 method="wB97M-V/def2-TZVPD" homo_energy_ev="-9.6 / -8.6" total_charge=0
C 0.2640 0.4998 0.5516
C 0.9948 -0.3004 -0.4722
N -1.9186 0.1703 -0.3390
Cl -2.1953 -1.4840 -0.1349
Br 2.9973 -0.2474 -0.0974
H 0.4031 1.5261 0.6651
H -0.0703 0.0384 1.5146
H 1.1607 0.2806 -1.4729
H 0.8451 -1.2787 -0.4652
H -2.4807 0.7954 0.2503



Model c:
10
Properties=species:S:1:pos:R:3 method="wB97M-V/def2-TZVPD" homo_energy_ev="-9.0 / -8.3" total_charge=0
C 0.4698 -0.6533 -0.6365
C -2.2391 -0.5549 0.6420
N 0.1832 -0.1293 0.6114
Cl -2.2666 -1.9211 -0.4225
Br -2.6929 1.0910 0.0883
H 0.3745 0.1091 -1.4819
H 1.3770 -1.0862 -0.5681
H -0.2808 -1.5573 -0.8601
H -2.1156 -0.7234 1.7478
H 0.3821 -0.8991 1.3653



Model d:
10
Properties=species:S:1:pos:R:3 method="wB97M-V/def2-TZVPD" homo_energy_ev=-9.3 total_charge=0
C 1.3304 0.3041 0.1115
C -1.4393 0.0760 -0.1465
N 0.2674 -0.4070 0.7485
Cl -2.5645 -0.7384 0.8298
Br -1.3597 -0.2929 -2.0063
H 1.1759 1.3629 0.3026
H 2.2434 -0.1029 0.8213
H 1.5664 -0.0032 -0.9034
H -1.4465 1.0623 0.0882
H 0.2264 -1.2608 0.1544



Most stable to least stable: model a, model d, model c, model b



Model a:
10
Properties=species:S:1:pos:R:3 method="wB97M-V/def2-TZVPD" homo_energy_ev="-9.3 / -8.1" total_charge=0
C 0.2264 0.4734 -0.4818
C -1.7703 -0.6054 0.0798
N -0.5993 -0.5843 -0.6996
Cl -2.7658 -2.0474 0.0456
Br -2.8403 0.9304 -0.0323
H -0.4371 1.3425 -0.6218
H 0.4398 0.6258 0.6150
H 1.1221 0.3276 -1.1217
H -0.9012 -0.2536 2.0606
H -0.1566 -1.4194 -0.7168



Model b:
10
Properties=species:S:1:pos:R:3 method="wB97M-V/def2-TZVPD" homo_energy_ev=-8.2 total_charge=0
C -0.8505 -0.9129 -0.1124
C 0.4717 1.0387 0.4043
N -0.5161 0.4769 -0.2769
Cl 1.0534 2.5513 -0.0357
Br 2.6343 -0.8889 0.0291
H -1.8861 -1.0751 -0.4020
H -0.1910 -1.5274 -0.7327
H -0.7008 -1.2087 0.9221
H 0.7225 0.6649 1.3833
H -0.7373 0.8814 -1.1791



Most stable to least stable: model b, model a



Model a:
23
Properties=species:S:1:pos:R:3 method="wB97M-V/def2-TZVPD" smiles=Cc1ccccc1.CC homo_energy_ev=-9.0 total_charge=0
C -0.9539 -0.6319 -2.2606
C -1.1752 0.2616 -1.0642
C -2.1737 -0.0032 -0.1317
C -2.2847 0.7924 0.9985
C -1.4602 1.8932 1.1924
C -0.4925 2.1641 0.2409
C -0.3284 1.3454 -0.8656
H 0.1071 -0.7834 -2.4399
H -1.3483 -0.1596 -3.1572
H -1.4549 -1.5963 -2.2360
H -2.8658 -0.8297 -0.2543
H -3.0355 0.5768 1.7446
H -1.5386 2.5062 2.0773
H 0.1411 3.0287 0.3629
H 0.4361 1.6817 -1.5540
C 1.7487 -0.7838 0.8296
C 2.8656 -1.7816 1.0698
H 2.0603 0.2559 0.9104
H 1.3636 -0.8731 -0.1827
H 0.8752 -0.8713 1.4713
H 3.8227 -1.4085 0.6871
H 2.7121 -2.6857 0.4602
H 2.9791 -2.0982 2.1012



Model b:
23
Properties=species:S:1:pos:R:3 method="wB97M-V/def2-TZVPD" smiles=Cc1ccccc1.CC homo_energy_ev=-8.9 total_charge=0
C -0.6609 1.2962 -1.1877
C 0.3767 1.1911 -0.0609
C 0.5670 2.2091 0.9842
C 1.5926 2.0498 1.8190
C 2.5108 0.9580 1.6662
C 2.3764 -0.0120 0.7342
C 1.1885 0.0876 -0.0808
H -0.0104 0.8783 -2.0850
H -0.7535 2.4134 -1.3067
H -1.5819 0.7096 -1.0877
H -0.2817 2.9410 1.0153
H 1.5373 2.6357 2.7387
H 3.3761 1.1150 2.2908
H 3.1530 -0.7996 0.8218
H 1.0437 -0.7435 -0.5974
C -1.1218 -2.5546 -0.7961
C -2.5168 -1.7774 -0.5966
H -0.3333 -1.8613 -0.9838
H -0.8555 -3.0842 0.0220
H -0.9987 -3.1686 -1.8005
H -2.3542 -0.9411 0.1652
H -3.4314 -2.2922 -0.1668
H -2.8222 -1.2503 -1.5072



Most stable to least stable: model a, model b



Model a:
23
Properties=species:S:1:pos:R:3 method="wB97M-V/def2-TZVPD" smiles=Cc1ccccc1.CC homo_energy_ev=-9.0 total_charge=0
C 1.3214 0.9859 -1.5895
C 0.9575 -0.3789 -1.1553
C -0.4772 -0.6682 -1.1533
C -0.9857 -1.9215 -0.7642
C -0.0941 -2.8861 -0.2323
C 1.2566 -2.5998 -0.1258
C 1.7580 -1.3762 -0.7057
H 2.4540 1.0601 -1.8052
H 1.1416 1.6944 -0.7021
H 0.6395 1.3099 -2.4336
H -1.1294 0.1237 -1.4454
H -2.1190 -1.9079 -0.7500
H -0.5788 -3.7216 0.0366
H 1.9707 -3.3745 0.2965
H 2.8699 -1.4047 -0.9030
C -1.0470 2.0698 0.9100
C -1.2498 1.6756 2.3658
H -1.9493 2.0659 0.3639
H -0.6912 3.1432 0.9434
H -0.3787 1.3094 0.3745
H -2.1996 1.3011 2.6992
H -0.9464 2.5581 2.9737
H -0.5228 0.9422 2.8017



Model b:
23
Properties=species:S:1:pos:R:3 method="wB97M-V/def2-TZVPD" smiles=Cc1ccccc1.CC homo_energy_ev=-9.1 total_charge=0
C -2.4507 -1.5238 0.3486
C -1.7098 -0.2688 -0.0041
C -1.3597 0.0482 -1.3247
C -0.6296 1.1815 -1.5912
C -0.2969 2.1098 -0.6083
C -0.6707 1.8155 0.6953
C -1.3198 0.6201 0.9883
H -3.4093 -1.5813 -0.1663
H -2.5749 -1.6246 1.4263
H -1.8998 -2.4189 0.0370
H -1.6624 -0.6500 -2.0920
H -0.2923 1.3575 -2.6066
H 0.2013 3.0410 -0.8478
H -0.4661 2.5071 1.4985
H -1.5590 0.4162 2.0216
C 2.7697 -0.5580 0.9930
C 2.2352 -0.6578 -0.4447
H 2.3551 0.2560 1.5861
H 2.7002 -1.5360 1.4862
H 3.8417 -0.3770 0.9518
H 2.4615 -1.6435 -0.8504
H 2.5907 0.1516 -1.0738
H 1.1456 -0.6647 -0.4229



Model c:
23
Properties=species:S:1:pos:R:3 method="wB97M-V/def2-TZVPD" smiles=Cc1ccccc1.CC homo_energy_ev=-9.0 total_charge=0
C -2.4784 0.4645 -0.8359
C -1.4635 0.6261 0.2478
C -0.8960 1.8820 0.4661
C 0.0697 2.0805 1.4862
C 0.3531 1.0944 2.4222
C -0.2124 -0.1598 2.1173
C -0.9334 -0.4259 0.9880
H -2.8467 -0.5841 -0.7847
H -2.0282 0.6892 -1.8273
H -3.3060 1.1669 -0.8857
H -1.1489 2.7662 -0.1285
H 0.4642 3.0817 1.5664
H 0.9573 1.2698 3.2990
H -0.0295 -0.9632 2.8360
H -1.3082 -1.4539 0.7507
C 1.7860 -1.7205 -0.7578
C 1.8334 -1.0783 -2.1614
H 1.3539 -1.0287 -0.0333
H 1.3814 -2.7396 -0.7252
H 2.8012 -1.9955 -0.4170
H 2.5227 -1.6902 -2.7448
H 2.2987 -0.0965 -2.3400
H 0.8296 -1.1850 -2.5379



Model d:
23
Properties=species:S:1:pos:R:3 method="wB97M-V/def2-TZVPD" smiles=Cc1ccccc1.CC homo_energy_ev=-8.9 total_charge=0
C 0.4087 2.2487 -0.1104
C -0.8445 1.3838 -0.0212
C -2.1176 1.9106 0.1621
C -3.3055 1.0917 0.2075
C -3.1560 -0.2936 0.0415
C -1.7915 -0.8201 -0.2809
C -0.7007 0.0232 -0.2967
H 0.4790 3.2672 0.3976
H 0.6099 2.6388 -1.0685
H 1.1801 1.5614 0.3973
H -2.3439 2.8982 0.2999
H -4.2103 1.5324 0.5362
H -3.8965 -1.0659 -0.2224
H -1.8768 -1.8880 -0.6001
H 0.2898 -0.2970 -0.5108
C 2.8488 -1.8640 0.8961
C 2.4638 -1.6734 -0.5915
H 3.7273 -1.4672 1.4364
H 2.0509 -1.3362 1.3335
H 2.8355 -3.0815 0.9370
H 2.9813 -2.3414 -1.2781
H 3.0489 -0.7199 -0.8072
H 1.3195 -1.7076 -0.8573



Most stable to least stable: model b, model c, model a, model d



Model a:
23
Properties=species:S:1:pos:R:3 method="wB97M-V/def2-TZVPD" smiles=Cc1ccccc1.CC homo_energy_ev=-9.0 total_charge=0
C -2.7907 -0.4561 0.0858
C -1.3635 -0.2548 0.5497
C -0.4139 -1.2665 0.2458
C 0.8445 -1.0371 0.7309
C 1.1765 0.0151 1.6039
C 0.1681 0.8969 1.9395
C -1.1248 0.7887 1.4317
H -3.5017 0.2877 0.4386
H -3.1851 -1.3183 0.6576
H -2.8914 -0.6943 -0.9687
H -0.8199 -2.0327 -0.3899
H 1.6828 -1.6842 0.4748
H 2.1972 0.2054 1.8916
H 0.5081 1.7389 2.5403
H -1.9517 1.4359 1.6630
C 1.0781 0.5954 -3.0671
C 2.0963 0.5165 -1.9470
H 0.0670 0.4942 -2.6560
H 1.0689 1.5314 -3.6282
H 1.2473 -0.1703 -3.8219
H 1.9945 -0.2952 -1.2281
H 3.0566 0.2392 -2.4079
H 2.2096 1.4338 -1.3771



Model b:
23
Properties=species:S:1:pos:R:3 method="wB97M-V/def2-TZVPD" smiles=Cc1ccccc1.CC homo_energy_ev=-9.0 total_charge=0
C -2.0341 0.8442 0.6894
C -1.0613 0.6551 -0.4631
C 0.2941 0.5222 -0.1818
C 1.2023 0.3402 -1.2203
C 0.7351 0.2392 -2.5226
C -0.6240 0.3000 -2.7939
C -1.5276 0.5454 -1.7706
H -1.6560 1.5643 1.4127
H -2.2836 -0.1250 1.1096
H -2.9723 1.2748 0.3144
H 0.5803 0.5668 0.8667
H 2.2728 0.2864 -1.0818
H 1.4466 0.1007 -3.3305
H -0.9348 0.1417 -3.8177
H -2.5696 0.7200 -1.9943
C 0.6134 -1.5818 2.9443
C 2.0720 -1.2361 3.2415
H 0.2495 -2.4108 3.5472
H -0.0864 -0.7555 3.0911
H 0.5193 -1.8908 1.8989
H 2.3830 -0.2494 2.8979
H 2.7044 -1.9984 2.7775
H 2.2660 -1.3569 4.3158



Most stable to least stable: model b, model a